C3H3NS | ωB97M-V/def2-TZVPD

```
8
Properties=species:S:1:pos:R:3:forces:R:3:lowdin_charge:R:1
N 1.311 0.874 -0.006 -2.607 -0.727 -0.569 -0.34
C -1.905 -0.779 -0.086 0.144 -0.487 1.114 0.13
H -0.320 1.995 -0.154 -0.378 1.292 -0.091 0.09
H -2.602 -1.641 0.115 1.082 1.667 -0.625 0.07
H 2.903 -0.739 0.355 -0.249 0.134 -0.205 -0.14
S 1.632 -0.767 -0.109 1.382 -1.113 0.414 0.75
C 0.006 0.995 -0.107 2.325 1.774 0.781 -0.36
C -1.025 0.063 -0.008 -1.700 -2.540 -0.819 -0.20
```
Forces are in eV/Å.

Highest occupied orbital energy: -8.790 eV
Electronic energy: -568.934998 hartree
Orbital gap: 8.71 eV
2S+1: 1
Lowest unoccupied orbital energy: -0.1 eV
Strongest force on any atom: 3.2 eV Å⁻¹